[1]
# C10H21ClSi

A single C10H21ClSi molecule at a distorted geometry (the ωB97M-V functional and the def2-TZVPD basis, the OMol25 dataset).

Properties
Orbital gap (eV): 9.91
ΔE to the lowest compared entry with this formula, charge and spin (eV): 4.669
SMILES string: CC[C@H](C)[Si@H](/C=C/Cl)C(C)(C)C
HOMO energy (eV): -9.0420
LUMO energy (eV): 0.86

Element x y z (Å)
C  1.140  -0.363  1.665
C  1.101  0.014  2.943
C  2.819  1.946  -0.096
C  -0.252  1.474  -2.252
C  -2.700  -0.828  -0.564
C  -0.611  -2.286  -0.948
C  -1.680  -2.234  1.354
C  1.438  2.298  -0.603
C  0.631  1.120  -1.101
C  -1.367  -1.440  0.047
Si  -0.331  0.103  0.534
Cl  2.356  -0.430  4.055
H  1.916  -0.807  1.198
H  0.441  0.702  3.523
H  3.139  0.988  -0.293
H  2.937  2.039  0.892
H  3.602  2.609  -0.473
H  -1.250  1.878  -1.833
H  0.058  2.330  -2.739
H  -0.472  0.691  -3.034
H  -2.973  -0.092  0.110
H  -2.382  -0.495  -1.463
H  -3.564  -1.612  -0.713
H  0.552  -2.133  -0.921
H  -0.863  -2.134  -2.037
H  -0.847  -3.396  -0.663
H  -1.199  -1.843  2.221
H  -2.690  -2.284  1.556
H  -1.258  -3.326  1.279
H  0.807  2.978  0.067
H  1.658  3.038  -1.356
H  1.279  0.456  -1.525
H  -1.434  1.038  1.170

Atomic partial charges in e from the Löwdin method, atoms 1 to 6: -0.254 -0.647 -0.101 -0.144 -0.094 -0.126

[2]
# C10H21INO2P2Sc

A molecular structure, C10H21INO2P2Sc at a distorted geometry (the ωB97M-V functional and the def2-TZVPD basis, the OMol25 dataset).

Properties
Orbital gap (eV): 6.29
ΔE to the lowest compared entry with this formula, charge and spin (eV): 0.653
Charge: +2
HOMO energy (eV): -15.1469
LUMO energy (eV): -8.86

Element x y z (Å)
C  4.797  1.641  -1.727
C  4.182  0.394  -1.396
H  5.836  1.438  -2.038
H  4.773  2.277  -0.822
H  4.217  2.089  -2.556
O  3.662  -0.606  -1.125
I  0.110  3.118  -0.361
Sc  -0.013  0.461  -0.044
P  -1.392  -0.503  -2.037
C  -2.081  -2.160  -2.347
C  -2.889  0.510  -2.363
H  -3.190  0.429  -3.413
H  -1.107  -0.117  -4.347
H  -2.696  1.557  -2.105
H  0.158  0.743  -3.393
H  -2.958  -2.246  -1.696
H  -3.670  0.120  -1.705
C  -0.391  -0.198  -3.522
H  -2.392  -2.274  -3.400
H  0.307  -1.027  -3.696
H  -1.344  -2.935  -2.096
P  0.080  -0.022  2.522
C  -0.196  -1.545  3.476
C  1.733  0.499  3.058
H  -1.071  2.087  2.939
H  -0.644  1.261  4.473
H  -2.002  0.661  3.458
C  -1.011  1.121  3.452
H  2.046  1.363  2.459
H  1.624  0.779  4.110
H  0.170  -1.440  4.511
H  0.303  -2.397  2.996
H  2.454  -0.321  2.949
H  -1.281  -1.701  3.487
C  -0.261  -1.754  0.270
O  -0.501  -2.879  0.467
N  -3.239  0.888  0.953
C  -2.122  0.692  0.611

Atomic partial charges in e from the Löwdin method, atoms 1 to 6: 0.095 0.066 0.160 0.158 0.159 0.355

[3]
# C10H21IrN3P

A molecular structure, C10H21IrN3P at a distorted geometry (the ωB97M-V functional and the def2-TZVPD basis, the OMol25 dataset).

Properties
Multiplicity: 5
Orbital gap (spin up / spin down) (eV): 3.45 / 6.79
ΔE to the lowest compared entry with this formula, charge and spin (eV): 2.264
HOMO energy (spin up / spin down) (eV): -3.1259 / -6.7279
LUMO energy (spin up / spin down) (eV): 0.33 / 0.07
<S²>: 6.020

Element x y z (Å)
C  -0.405  -0.666  -3.258
C  -0.943  0.348  -4.062
C  -0.228  1.550  -3.947
C  0.980  1.408  -3.162
C  1.401  -0.044  -3.327
Ir  0.303  0.219  -1.668
P  1.469  -2.066  -1.455
H  -0.980  -1.610  -3.112
H  -1.918  0.175  -4.559
H  -0.554  2.526  -4.353
H  2.531  -0.254  -3.278
H  1.730  2.196  -2.868
H  2.783  -2.208  -0.952
H  1.687  -2.625  -2.728
H  0.813  -3.138  -0.804
C  -2.896  0.163  1.747
N  -1.539  0.075  2.235
C  -1.436  0.043  3.696
C  -0.514  0.231  1.347
N  -0.821  0.433  0.063
N  0.775  0.196  1.747
C  1.295  -0.069  3.073
C  1.777  0.507  0.771
H  -3.562  0.118  2.600
H  -3.141  -0.665  1.090
H  -3.071  1.106  1.236
H  -0.935  -0.870  4.083
H  -0.900  0.944  4.064
H  -2.469  0.036  4.102
H  -1.823  0.596  -0.111
H  0.846  -0.954  3.524
H  2.366  -0.285  2.961
H  1.207  0.793  3.748
H  2.285  -0.406  0.433
H  1.356  1.047  -0.106
H  2.529  1.152  1.227

Atomic partial charges in e from the Löwdin method, atoms 1 to 6: -0.437 -0.219 -0.192 -0.435 -0.348 0.994

[4]
# C10H21LiO10

A molecular structure, C10H21LiO10 at a distorted geometry (the ωB97M-V functional and the def2-TZVPD basis, the OMol25 dataset).

Properties
Orbital gap (eV): 6.23
HOMO energy (eV): -6.0702
LUMO energy (eV): 0.16

Element x y z (Å)
Li  0.986  0.890  -0.014
C  4.104  0.772  1.180
O  2.902  1.166  0.679
H  4.280  0.948  2.241
H  4.363  -0.266  0.970
H  4.994  1.249  0.771
C  -2.664  2.228  -1.287
O  -2.709  2.416  0.093
C  -1.660  2.445  0.976
O  -0.485  2.197  0.640
O  -2.206  2.823  2.116
C  -1.558  2.668  3.375
H  -3.669  1.905  -1.560
H  -2.019  1.355  -1.386
H  -2.296  3.172  -1.689
H  -2.051  2.124  4.180
H  -1.093  3.618  3.639
H  -0.687  2.013  3.338
C  -1.655  -0.062  -3.822
O  -0.502  -0.839  -3.424
C  0.484  -0.487  -2.726
O  0.590  0.567  -2.112
O  1.305  -1.580  -2.481
C  2.369  -1.453  -1.678
H  -2.218  0.559  -3.126
H  -2.444  -0.791  -4.008
H  -1.293  0.317  -4.777
H  2.145  -1.590  -0.620
H  2.931  -0.525  -1.784
H  3.055  -2.223  -2.030
C  0.789  -1.490  3.159
O  -0.038  -2.287  2.451
C  -0.267  -1.878  1.129
O  0.058  -0.808  0.548
O  -0.831  -2.953  0.648
C  -1.393  -2.999  -0.747
H  1.719  -1.178  2.683
H  1.118  -2.073  4.019
H  0.234  -0.690  3.648
H  -2.454  -3.130  -0.536
H  -1.043  -3.923  -1.207
H  -1.197  -2.208  -1.471

Atomic partial charges in e from the Löwdin method, atoms 1 to 6: 0.653 -0.437 -0.469 0.038 0.032 0.036